ORCA calculation (ωB97M-V with the def2-TZVPD basis set) on a 2-piece molecular cluster, C4H9F overall at a distorted geometry.

Atoms and positions in Å:
C -0.4268 -2.2997 -0.1103
C 1.2713 0.7813 -0.7960
C -0.7561 1.3024 0.5855
C -0.1278 0.6029 -0.5831
F -0.8107 0.8158 -1.7615
H -1.1590 -2.5172 -0.9221
H -0.8200 -2.2433 0.9237
H 0.5794 -2.0707 -0.3023
H 1.4618 1.6787 -1.3091
H 1.5846 -0.0687 -1.5535
H 1.9159 0.8440 0.0843
H -0.2891 2.3447 0.5013
H -1.9056 1.2799 0.3213
H -0.6597 0.9253 1.6920

Properties
- E_tot (eV) = -7007.0265
- LUMO energy (alpha / beta) (eV) = 0.71 / 0.47
- energy above the lowest of the compared OMol25 structures with the same formula, charge and spin (kJ/mol) = 452.0
- net charge = 0
- F_max (eV Å⁻¹) = 4.03